# 1
{"formula": "C30H53BBr2CaCl3F6ILiN3O8S", "method": "ωB97M-V with the def2-TZVPD basis set", "species": ["C", "C", "O", "C", "C", "C", "C", "S", "C", "C", "N", "C", "C", "F", "F", "F", "O", "C", "C", "C", "C", "C", "N", "C", "C", "C", "O", "B", "O", "O", "C", "C", "C", "C", "C", "C", "I", "N", "Br", "C", "C", "O", "Br", "H", "H", "H", "H", "H", "H", "H", "H", "H", "H", "H", "H", "H", "H", "H", "H", "H", "H", "H", "H", "H", "H", "H", "H", "H", "H", "H", "H", "H", "H", "H", "H", "H", "H", "H", "H", "H", "H", "H", "H", "H", "H", "H", "H", "H", "H", "H", "Cl", "C", "C", "O", "C", "O", "C", "F", "F", "F", "H", "H", "H", "H", "H", "H", "Li", "Cl", "Ca", "Cl"], "positions_angstrom": [[-1.65205, 3.16389, 0.08330], [-0.04156, 2.92985, 0.45267], [0.53311, 1.68013, 0.32951], [1.00150, 0.74676, 1.30240], [0.84745, 1.37241, 2.80591], [-0.61038, 1.72614, 3.41101], [-0.39538, 3.07413, 4.39477], [-1.35342, 4.58385, 3.71840], [-0.01274, -0.56058, 1.12502], [-1.58998, -0.12705, 0.73234], [-2.43703, -1.37476, 0.37481], [-3.68701, -0.93398, -0.41658], [-0.17979, -1.54765, 2.40851], [-0.42276, -2.95348, 1.88414], [-1.37439, -1.34582, 3.26078], [0.97479, -1.70644, 3.30916], [0.21983, -1.41633, -0.01397], [1.35009, -1.19277, -0.86125], [0.92969, -0.24797, -2.12033], [-0.59799, -0.47800, -2.69864], [-0.60538, -0.54462, -4.36990], [-0.61326, 1.02808, -4.93638], [-1.90209, 1.30345, -5.68023], [-2.39590, 2.72498, -5.49261], [-1.71765, 0.98362, -7.15006], [-2.47963, -0.38563, -7.70814], [-1.02276, 1.70379, -8.03703], [1.46440, -2.68087, -1.65314], [0.49236, -3.79592, -1.35444], [2.46392, -3.02279, -2.67231], [3.12868, -4.30974, -2.41633], [2.67666, -0.79800, 0.01568], [2.94748, -2.19678, 0.90281], [4.06297, -0.76778, -0.88365], [4.22481, 0.05401, -2.24843], [4.57768, -0.84101, -3.61396], [6.51601, -0.13696, -4.46727], [2.47835, 0.44055, 0.92431], [3.02504, 2.05540, 0.02130], [3.47829, 0.53972, 2.05388], [4.22721, 1.95724, 2.35450], [3.83075, 2.98427, 3.10703], [6.15990, 2.31153, 1.73879], [-2.37768, 2.54965, 0.76448], [-1.90744, 4.30486, 0.24592], [-1.87339, 2.92675, -1.06525], [0.10118, 3.58815, 1.43892], [0.48305, 3.63545, -0.36784], [1.32566, 0.77032, 3.68653], [1.39823, 2.43045, 2.74694], [-1.43718, 2.08115, 2.67185], [-1.03992, 0.94454, 4.20563], [-0.88926, 2.89277, 5.46767], [0.72870, 3.30501, 4.60973], [-0.44837, 5.49916, 3.15599], [-2.17766, 0.37855, 1.58734], [-1.63094, 0.45570, -0.30979], [-2.84534, -1.80095, 1.23391], [-4.12894, -1.93160, -0.87723], [-4.48951, -0.53294, 0.33414], [-3.44043, -0.22367, -1.31126], [1.62711, -0.59281, -3.03105], [1.22383, 0.90314, -2.01012], [-1.17991, -1.36549, -2.21031], [-1.19442, 0.52016, -2.44415], [0.31688, -1.13855, -4.77886], [-1.64522, -1.00986, -4.66774], [0.33270, 1.19765, -5.64340], [-0.51550, 1.81410, -4.06707], [-3.52270, 2.85036, -5.84807], [-1.74657, 3.46957, -6.15642], [-2.37415, 3.09866, -4.36985], [-2.87115, -1.04867, -6.81685], [-3.39382, 0.00483, -8.35893], [-1.70234, -0.94092, -8.39576], [0.22258, -4.18046, -2.25419], [3.51545, -4.46223, -1.32234], [2.45072, -5.19695, -2.78867], [4.09158, -4.32853, -3.12141], [3.59088, -2.07164, 1.86580], [3.57704, -3.02343, 0.31313], [1.99463, -2.76198, 1.23788], [4.32445, -1.87342, -1.27146], [5.03852, -0.52949, -0.23174], [3.39310, 0.79807, -2.57694], [5.19677, 0.74766, -2.14615], [4.73939, -1.97643, -3.40151], [3.79291, -0.67622, -4.47057], [3.16817, -0.07234, 3.03507], [4.45594, -0.10047, 1.76735], [-1.80124, 5.32083, -6.07793], [-1.42796, -3.28740, 6.68547], [-2.59864, -2.72958, 5.89936], [-3.85788, -2.96422, 6.52022], [-4.30305, -2.06594, 7.57480], [-4.25236, -0.80169, 7.16744], [-3.59067, -2.31471, 8.96257], [-3.40561, -3.65008, 9.18089], [-4.35463, -1.88163, 10.00550], [-2.37590, -1.73127, 9.10085], [-1.67191, -4.25499, 7.13387], [-0.55510, -3.40496, 6.03591], [-1.13402, -2.60959, 7.48845], [-2.64071, -3.27549, 4.94910], [-2.44277, -1.67900, 5.63466], [-5.30396, -2.47647, 7.77446], [-1.00817, 4.46162, -2.14050], [-1.52532, 4.83568, -8.37204], [2.08706, 4.20240, -0.89315], [-2.61462, 6.97996, -8.59969]], "forces_ev_per_a": [[0.2, 0.2, -0.4], [-1.1, 3.1, 0.6], [-1.8, -0.8, -0.1], [-2.0, -1.0, 2.5], [0.4, 1.3, 0.6], [-0.6, 1.4, 1.8], [0.2, -0.6, 1.0], [1.0, -0.1, -0.1], [-2.1, -0.1, -1.2], [-1.6, -0.5, -0.4], [-0.5, 1.7, -0.1], [-0.4, -1.3, 0.2], [-1.0, -4.3, 1.8], [1.0, 4.6, 1.7], [4.1, -0.1, -2.7], [-3.3, 0.9, -2.5], [1.3, 1.2, 1.4], [0.2, 0.1, -1.1], [1.0, 0.2, -1.8], [-0.1, 1.1, -0.4], [-0.6, 1.1, 1.2], [1.1, -0.6, -0.6], [0.7, 0.1, -0.6], [-0.2, 0.5, -1.4], [2.1, 1.8, -4.2], [0.4, 1.1, 0.3], [-4.1, -4.1, 5.8], [-0.3, -3.1, -0.5], [1.5, 2.8, -2.4], [-1.0, 0.3, 2.8], [1.1, -1.2, -1.5], [1.2, -3.5, -0.5], [0.4, -1.2, 0.7], [1.5, -0.9, -0.8], [1.6, 1.6, -1.5], [-0.8, -0.2, 0.4], [-1.0, -0.4, 0.4], [-2.1, -5.0, 3.8], [3.8, 6.2, -4.5], [3.0, -3.1, 1.6], [-2.0, 6.1, 4.1], [1.6, -6.9, -4.5], [-1.7, -1.1, 0.3], [1.5, 1.2, -1.5], [0.7, -2.1, -0.1], [0.3, -0.1, 2.3], [-0.1, -1.9, -1.6], [-3.0, -2.1, 1.9], [-0.5, 0.9, -2.2], [-0.8, -2.4, 0.1], [1.6, -1.1, 1.2], [1.0, 1.3, -2.4], [1.0, 0.4, -2.5], [-2.1, -0.3, -0.6], [-0.4, -1.2, 0.8], [1.4, -0.2, -1.3], [0.7, -1.0, 2.7], [0.8, 0.5, -0.7], [0.8, 2.1, 0.9], [1.3, -0.2, -1.7], [-0.4, -1.2, 1.9], [-1.3, 0.7, 2.0], [-0.9, -2.4, 0.1], [1.4, 1.5, -0.8], [1.0, -2.2, -0.4], [-1.9, 1.0, 0.8], [2.3, 0.8, 0.4], [-1.9, -0.3, 1.5], [-0.3, -1.6, -1.5], [2.4, -0.5, 0.7], [-1.6, -2.4, 1.9], [0.2, -1.1, -2.1], [0.9, 1.4, -1.9], [2.0, -0.9, 1.4], [-1.7, 1.1, 1.4], [0.8, 0.5, 1.9], [-1.1, 0.4, -2.0], [1.3, 1.7, 1.1], [-2.1, 0.1, 1.5], [-1.2, 0.1, -1.7], [-1.5, 2.2, 0.8], [1.4, 1.3, -0.6], [-1.1, 2.3, 1.3], [-2.5, -0.3, -1.1], [1.3, -1.5, 0.9], [-2.3, -1.4, 0.0], [-0.4, 2.2, -0.4], [1.6, -0.5, 1.8], [0.3, 2.0, -2.0], [-2.4, 1.4, 0.1], [0.2, 3.2, 2.7], [0.4, 0.2, 0.3], [-0.5, -0.4, -0.1], [0.7, -0.7, 0.3], [0.3, 2.0, -1.1], [0.0, -0.8, 1.0], [0.1, -0.4, -0.2], [0.0, 0.3, 0.1], [0.3, 0.0, -0.7], [-0.5, 0.0, 0.1], [0.0, 0.1, -0.2], [0.0, -0.1, -0.1], [0.0, -0.1, 0.0], [-0.2, 0.0, 0.0], [-0.2, 0.1, 0.3], [-0.4, -0.1, 0.0], [-0.5, 0.2, -0.7], [-0.4, 0.7, -2.5], [2.5, 1.7, -1.1], [0.7, -1.3, 0.2]], "lowdin_charge": [-0.0884, -0.3374, -0.2694, -0.2676, -0.0932, -0.2113, -0.4793, 0.6285, -0.1312, -0.0984, -0.1140, -0.1273, -0.1472, 0.0200, 0.0343, 0.0260, -0.1002, -0.2255, -0.0944, -0.1568, -0.1281, -0.1867, -0.1889, -0.2274, -0.2914, -0.0314, -0.0536, -0.3702, 0.0659, -0.0956, -0.0822, -0.2544, -0.0048, -0.1438, -0.3258, -0.5935, 0.6615, -0.3932, 0.7404, -0.2223, -0.6919, -0.1373, 0.6041, 0.0962, 0.0995, 0.0640, 0.1251, -0.1087, 0.1446, 0.1156, 0.0644, 0.1446, 0.1062, 0.0915, -0.1418, 0.1178, 0.1087, 0.1040, 0.1033, 0.0953, 0.0809, 0.1148, 0.0985, 0.1242, 0.0937, 0.1149, 0.1116, 0.1394, 0.0927, 0.1132, -0.1108, 0.0466, 0.0746, 0.1038, 0.0934, 0.1336, 0.1050, 0.1176, 0.1178, 0.0965, 0.1055, 0.0991, 0.1245, 0.1377, 0.0677, 0.0657, 0.0359, 0.0604, 0.1673, 0.1247, -0.1711, -0.0867, -0.2920, -0.1162, -0.4940, -0.1647, -0.5176, 0.0913, 0.1013, 0.0973, 0.0795, 0.0587, 0.0582, 0.1013, 0.0892, 0.1387, 0.5577, -0.0321, 1.0304, -0.1257], "orbital_gap_ev": 1.3, "e_homo_ev": -5.8}


# 2
{"formula": "C3H3F3O", "method": "ωB97M-V with the def2-TZVPD basis set", "species": ["C", "C", "C", "O", "F", "F", "F", "H", "H", "H"], "positions_angstrom": [[-2.38550, -0.46966, 1.13712], [-2.38592, -0.37530, -0.06007], [1.79245, 0.13675, -0.56769], [0.92659, 1.09639, -0.18960], [-2.26967, 0.02739, -1.27051], [2.66864, -0.15337, 0.38657], [1.18375, -1.04996, -0.78253], [-2.76044, -0.56039, 2.10947], [2.32107, 0.41616, -1.48409], [0.90903, 0.93200, 0.72134]], "forces_ev_per_a": [[0.9, 2.5, 9.1], [-2.4, -5.1, -9.5], [0.3, -0.3, -2.1], [0.4, 0.1, -1.6], [1.4, 2.9, -0.3], [1.1, 0.4, 1.2], [-0.8, -0.4, -0.4], [0.1, -0.2, 0.8], [-0.1, 0.1, 0.1], [-0.9, 0.2, 2.7]], "nbo_charge": [-0.2807, 0.3166, 0.7747, -0.6793, -0.2602, -0.3405, -0.3513, 0.2268, 0.1159, 0.4781], "relative_energy_ev": 4.122, "orbital_gap_ev": [6.3, 8.0], "multiplicity": 3, "e_homo_ev": [-5.3, -11.1]}


# 3
{"formula": "C37H29Cl2MnN5O5S", "method": "ωB97M-V with the def2-TZVPD basis set", "species": ["Mn", "C", "O", "C", "C", "C", "C", "C", "C", "O", "C", "O", "C", "H", "H", "H", "H", "H", "H", "H", "H", "H", "S", "N", "C", "C", "C", "C", "C", "N", "C", "C", "N", "C", "C", "C", "C", "C", "N", "H", "H", "H", "H", "H", "H", "Cl", "C", "C", "C", "C", "C", "Cl", "C", "N", "H", "H", "H", "C", "C", "C", "C", "C", "C", "C", "C", "C", "C", "O", "O", "H", "H", "H", "H", "H", "H", "H", "H", "H", "H", "H"], "positions_angstrom": [[-0.01902, 0.25211, -0.03187], [6.75734, -0.46250, 0.08191], [6.34091, -0.29598, 1.43118], [5.01212, -0.17141, 1.65231], [4.64858, 0.01030, 3.01416], [3.33652, 0.16290, 3.32053], [2.30553, 0.14964, 2.33731], [0.94202, 0.32426, 2.70239], [0.48953, 0.46461, 4.12922], [-0.00056, 0.36590, 1.88422], [2.68537, -0.04602, 0.96346], [1.87827, -0.10482, -0.01027], [4.07180, -0.20674, 0.66404], [7.83956, -0.54316, 0.10710], [6.46843, 0.39597, -0.52782], [6.33440, -1.36941, -0.35437], [5.42236, 0.02278, 3.77040], [3.07864, 0.29166, 4.36158], [1.28156, 0.66079, 4.84325], [-0.01727, -0.46211, 4.40858], [-0.24368, 1.26925, 4.17034], [4.32094, -0.33576, -0.37793], [-5.31379, -0.47260, -5.20613], [-3.69311, -0.46354, -5.35660], [-3.20334, -0.28795, -4.15146], [-1.78460, -0.22324, -3.80351], [-0.74549, -0.29538, -4.69872], [0.57894, -0.20433, -4.24560], [0.80779, -0.04893, -2.88436], [-0.17279, 0.01057, -2.00255], [-1.48427, -0.06205, -2.42186], [-2.46028, 0.07389, -1.44526], [-2.01862, 0.30475, -0.16088], [-2.89612, 0.44727, 0.81146], [-4.27006, 0.40092, 0.60424], [-4.74298, 0.19706, -0.69824], [-3.85297, 0.03900, -1.73204], [-4.22086, -0.16465, -3.12972], [-5.44450, -0.25288, -3.59888], [-0.96681, -0.41874, -5.75266], [1.41709, -0.25533, -4.92631], [1.80758, 0.01985, -2.47492], [-2.48204, 0.62198, 1.79706], [-4.94240, 0.51088, 1.44428], [-5.80626, 0.15736, -0.90719], [-2.40596, 3.30876, -1.06231], [-0.80809, 3.75444, -1.59731], [-0.69560, 4.81263, -2.48099], [0.54990, 5.26097, -2.89042], [1.67782, 4.63524, -2.38159], [1.55296, 3.57283, -1.50643], [3.01695, 2.87181, -0.87018], [0.30244, 3.04176, -1.08847], [0.18360, 2.00042, -0.24186], [-1.60161, 5.28928, -2.83729], [0.63913, 6.08466, -3.58668], [2.67156, 4.96990, -2.65707], [-6.18449, -3.48056, 1.83478], [-4.77700, -3.35305, 1.30754], [-4.48957, -3.57131, -0.03338], [-3.20178, -3.43724, -0.54372], [-2.97057, -3.72406, -2.00829], [-2.16827, -3.02857, 0.31456], [-2.43499, -2.81677, 1.66980], [-1.36664, -2.42317, 2.66766], [-3.73154, -2.99537, 2.14596], [-0.78612, -2.78992, -0.25888], [-0.29046, -3.65526, -0.97118], [-0.18773, -1.72028, 0.13466], [-6.87394, -3.79109, 1.04684], [-6.54083, -2.52604, 2.23387], [-6.24233, -4.21386, 2.64350], [-5.29196, -3.85281, -0.71056], [-3.92192, -3.92547, -2.50676], [-2.30127, -4.57291, -2.13370], [-2.48394, -2.88611, -2.50958], [-0.38418, -2.33034, 2.21055], [-1.32134, -3.16487, 3.46966], [-1.61446, -1.45850, 3.12250], [-3.92736, -2.82916, 3.20403]], "forces_ev_per_a": [[0.1, 0.2, -0.7], [0.0, 0.0, 0.2], [0.2, -0.1, -0.2], [-0.1, 0.0, 0.0], [0.1, 0.0, -0.1], [-0.1, 0.0, 0.0], [0.1, 0.0, 0.1], [0.2, 0.1, 0.0], [0.0, 0.0, 0.1], [-0.4, 0.0, 0.2], [0.0, -0.1, 0.1], [-0.1, 0.1, -0.2], [0.0, 0.0, 0.1], [0.0, 0.0, 0.0], [0.0, 0.0, 0.0], [0.0, 0.0, 0.0], [0.0, 0.0, 0.0], [0.0, 0.0, 0.0], [0.0, 0.0, 0.0], [0.0, 0.0, 0.0], [0.0, 0.0, 0.0], [0.0, 0.0, 0.0], [-0.2, 0.0, -0.2], [-0.1, 0.0, 0.0], [0.3, 0.0, 0.4], [-0.2, 0.0, -0.1], [0.0, 0.0, -0.1], [0.0, 0.0, 0.1], [0.0, -0.1, -0.2], [-0.2, 0.0, 0.2], [0.2, 0.0, -0.1], [-0.1, 0.1, 0.2], [0.1, -0.2, -0.1], [-0.2, 0.1, 0.0], [0.0, 0.0, 0.0], [-0.1, 0.0, 0.0], [-0.1, -0.1, -0.2], [0.4, 0.0, 0.3], [0.0, 0.0, -0.1], [0.0, 0.0, 0.0], [-0.1, 0.0, 0.0], [0.0, 0.0, 0.0], [0.0, 0.0, 0.0], [0.0, 0.0, -0.1], [0.0, 0.0, 0.0], [0.1, 0.1, -0.1], [-0.2, 0.1, -0.1], [-0.1, 0.0, 0.0], [0.0, -0.1, 0.0], [0.1, 0.0, 0.0], [0.0, 0.0, 0.0], [-0.1, -0.1, 0.0], [0.1, -0.4, 0.1], [0.1, 0.4, 0.1], [0.0, 0.0, 0.0], [0.0, 0.0, 0.0], [-0.1, 0.0, 0.0], [0.0, 0.0, 0.0], [0.0, 0.0, 0.0], [0.0, 0.0, 0.0], [-0.1, 0.0, 0.0], [0.0, 0.1, 0.1], [-0.2, 0.2, -0.2], [0.1, 0.0, 0.1], [-0.1, -0.1, 0.0], [0.0, 0.0, 0.0], [0.3, -0.2, 0.3], [0.0, 0.1, -0.1], [0.1, -0.1, -0.1], [0.1, 0.0, 0.0], [0.0, 0.0, 0.0], [0.0, 0.0, 0.0], [0.0, 0.0, 0.0], [0.1, 0.0, 0.0], [0.0, 0.0, 0.0], [0.0, 0.1, 0.0], [-0.1, 0.0, 0.1], [0.0, 0.0, 0.0], [0.0, -0.1, -0.1], [0.0, 0.0, -0.1]], "mulliken_spin": [2.1530, -0.0002, -0.0002, -0.0006, 0.0028, -0.0008, -0.0294, -0.0011, -0.0023, -0.0186, 0.0156, 0.0126, 0.0003, 0.0000, 0.0000, 0.0000, 0.0000, -0.0008, -0.0005, 0.0002, -0.0001, 0.0007, 0.0598, 0.0202, -0.0099, 0.1001, -0.0122, 0.1993, -0.0686, 0.0893, 0.1142, 0.1210, 0.0879, -0.0738, 0.1983, -0.0240, 0.1163, -0.0144, 0.0245, -0.0042, 0.0143, 0.0040, 0.0031, 0.0106, -0.0022, 0.0061, 0.0596, -0.0184, 0.0407, -0.0192, 0.0597, 0.0061, -0.0391, 0.7863, 0.0001, 0.0043, 0.0004, -0.0013, 0.0008, -0.0001, -0.0107, -0.0034, -0.0102, 0.0061, 0.0022, 0.0145, 0.0077, 0.0058, 0.0149, 0.0003, -0.0006, 0.0001, -0.0002, 0.0007, 0.0005, 0.0046, -0.0013, 0.0004, 0.0004, -0.0027], "total_charge": -1, "orbital_gap_ev": [4.9, 7.1], "multiplicity": 5, "e_homo_ev": [-2.6, -4.8]}